The following is a quantum chemistry calculation of C39H81BI2NO18P4 as an isolated structure, from OMol25.

Results
Total charge: -1
2S+1: 1
Total energy in eV: -134146.2409

Last column: Löwdin charge in e.
Element x y z (Å)
C (-7.19507, 5.77338, -7.06496)  -0.1718
C (-6.52782, 5.45093, -8.37624)  -0.8231
I (-7.29957, 6.57556, -10.01435)  0.6940
C (-5.55430, 4.55333, -8.49244)  -0.5938
I (-4.66623, 4.15336, -10.36518)  0.8257
B (-4.93460, 3.65408, -7.24316)  -0.8806
C (-5.60538, 2.18444, -7.01070)  -0.0787
C (-7.08230, 2.14147, -6.52439)  -0.1796
C (-7.23677, 2.12455, -4.98551)  -0.4001
C (-7.64274, 3.48735, -4.42135)  -0.0948
C (-8.35664, 1.12311, -4.59473)  -0.0916
O (-3.50072, 3.31815, -7.67470)  -0.1552
C (-2.63676, 3.97015, -6.79206)  -0.1875
C (-3.46481, 3.96046, -5.50015)  -0.3010
C (-2.96327, 4.75476, -4.30981)  -0.2043
C (-2.00142, 5.74070, -4.49022)  -0.0036
C (-1.53549, 6.41700, -3.37434)  -0.0715
C (-2.07445, 6.05346, -2.15586)  -0.1026
C (-3.05443, 5.08780, -2.06786)  -0.1577
N (-3.49972, 4.43419, -3.13723)  0.1318
O (-4.71980, 4.36622, -5.94762)  0.0067
H (-6.48440, 5.83200, -6.24459)  0.0713
H (-8.00986, 5.08642, -6.83539)  0.0622
H (-7.66680, 6.75562, -7.14927)  0.0355
H (-5.03142, 1.61207, -6.27235)  0.0912
H (-5.55624, 1.59473, -7.93422)  0.0923
H (-7.54718, 1.23455, -6.92280)  0.0919
H (-7.61632, 2.99423, -6.95264)  0.0934
H (-6.29886, 1.83278, -4.50922)  0.1253
H (-7.74032, 3.40668, -3.33273)  0.0683
H (-6.89660, 4.25642, -4.61699)  0.0586
H (-8.61424, 3.81451, -4.80356)  0.0770
H (-7.94472, 0.14475, -4.34078)  0.0668
H (-8.90951, 1.51482, -3.73687)  0.0570
H (-9.07900, 1.00684, -5.40401)  0.0659
H (-1.69741, 3.42548, -6.65252)  0.1277
H (-2.50519, 5.02195, -7.09574)  0.1188
H (-3.45652, 2.92037, -5.12884)  0.1484
H (-1.60910, 5.97935, -5.46712)  0.1060
H (-0.77456, 7.18184, -3.45007)  0.1012
H (-1.72385, 6.53271, -1.24806)  0.0905
H (-3.47892, 4.82129, -1.10595)  0.0947
O (1.42541, 2.15420, 0.34712)  -0.2118
P (0.61752, 1.49518, 1.38185)  0.4624
O (0.49111, 2.45510, 2.67296)  -0.1842
C (0.15070, 3.83073, 2.50136)  -0.2748
C (-1.34586, 4.02684, 2.34607)  -0.0671
O (1.54841, 0.33303, 2.01113)  -0.2021
C (2.79851, -0.04718, 1.44138)  -0.2818
C (3.95806, 0.63874, 2.12706)  -0.0640
O (-0.68221, 0.58395, 1.56624)  -0.2138
C (-1.84908, 0.72158, 0.71911)  -0.2536
C (-1.52293, 1.05719, -0.71917)  -0.0751
H (0.68481, 4.25307, 1.64723)  0.1109
H (0.50231, 4.34664, 3.39506)  0.1167
H (-1.69372, 3.62339, 1.39085)  0.0609
H (-1.60115, 5.08671, 2.37269)  0.0790
H (-1.88576, 3.51275, 3.14252)  0.0769
H (2.81020, 0.14104, 0.36753)  0.1105
H (2.88064, -1.12759, 1.58117)  0.1029
H (3.85357, 1.72400, 2.10871)  0.0776
H (4.89868, 0.37117, 1.64174)  0.0673
H (4.00871, 0.34363, 3.17673)  0.0780
H (-2.51821, 1.47069, 1.14953)  0.1039
H (-2.37191, -0.23343, 0.76806)  0.1235
H (-1.07995, 2.05379, -0.80170)  0.0676
H (-2.42821, 1.04564, -1.32512)  0.0894
H (-0.80951, 0.34370, -1.13457)  0.0887
O (1.59166, -6.44586, 1.45256)  -0.2183
P (2.86648, -5.71991, 1.55470)  0.4522
O (3.66103, -6.20483, 2.87242)  -0.1815
C (3.78444, -7.59502, 3.16109)  -0.2802
C (4.91955, -8.23555, 2.38398)  -0.0742
O (2.50316, -4.22084, 1.99365)  -0.1938
C (1.15683, -3.73693, 2.02965)  -0.2673
C (0.58009, -3.81272, 3.42569)  -0.0634
O (4.09346, -5.21214, 0.65201)  -0.1712
C (4.56951, -5.93379, -0.50048)  -0.2621
C (3.46888, -6.61545, -1.28667)  -0.0852
H (2.84237, -8.11179, 2.96386)  0.1100
H (3.98046, -7.66911, 4.23080)  0.1173
H (4.68201, -8.28285, 1.31753)  0.0608
H (5.09875, -9.25367, 2.73132)  0.0776
H (5.83663, -7.65652, 2.49643)  0.0838
H (0.53188, -4.26764, 1.31203)  0.1096
H (1.19891, -2.69365, 1.71169)  0.1025
H (0.62624, -4.82443, 3.83117)  0.0770
H (-0.45834, -3.48275, 3.41975)  0.0627
H (1.14941, -3.17194, 4.10097)  0.0830
H (5.32844, -6.65484, -0.18566)  0.1049
H (5.07164, -5.19987, -1.12996)  0.1105
H (3.00531, -7.41909, -0.70814)  0.0674
H (3.87009, -7.05185, -2.20099)  0.0823
H (2.68458, -5.90450, -1.54961)  0.0893
O (-3.78809, -1.25068, 6.35380)  -0.2196
P (-4.63674, -1.39937, 5.16171)  0.4513
O (-4.60564, -2.93040, 4.65879)  -0.1797
C (-4.76690, -3.99587, 5.59183)  -0.2788
C (-6.22827, -4.25432, 5.90819)  -0.0744
O (-3.84570, -0.70636, 3.94985)  -0.1848
C (-2.65784, 0.06338, 4.16056)  -0.2609
C (-1.42266, -0.77315, 3.92822)  -0.0703
O (-6.05579, -0.93106, 4.57731)  -0.1622
C (-7.20972, -0.71094, 5.40998)  -0.2605
C (-6.87765, -0.12154, 6.76546)  -0.0895
H (-4.20437, -3.79221, 6.50592)  0.1100
H (-4.32725, -4.87822, 5.12712)  0.1184
H (-6.65255, -3.42879, 6.48687)  0.0602
H (-6.34031, -5.16601, 6.49602)  0.0776
H (-6.80840, -4.35148, 4.99015)  0.0844
H (-2.65240, 0.51117, 5.15409)  0.1095
H (-2.68977, 0.88316, 3.44098)  0.0980
H (-1.42642, -1.66236, 4.56126)  0.0739
H (-0.52073, -0.19902, 4.13972)  0.0858
H (-1.37797, -1.11522, 2.89822)  0.0644
H (-7.76055, -1.64895, 5.51732)  0.1035
H (-7.85362, -0.02673, 4.85889)  0.1193
H (-6.30522, -0.82473, 7.37611)  0.0665
H (-7.79132, 0.12296, 7.30685)  0.0807
H (-6.27848, 0.78346, 6.65678)  0.0869
O (8.58646, 0.30682, 0.69239)  -0.2174
P (9.62459, -0.72295, 0.84251)  0.4518
O (10.39390, -0.92969, -0.55821)  -0.1808
C (10.83655, 0.20271, -1.30503)  -0.2764
C (12.16025, 0.73696, -0.79108)  -0.0743
O (8.85413, -2.13118, 0.93488)  -0.1909
C (7.43171, -2.19480, 1.06043)  -0.2739
C (6.78049, -2.40200, -0.29020)  -0.0681
O (10.75587, -1.20992, 1.87081)  -0.1644
C (11.49169, -0.29534, 2.70605)  -0.2616
C (10.66623, 0.87507, 3.19974)  -0.0881
H (10.07565, 0.98619, -1.29837)  0.1114
H (10.94861, -0.13536, -2.33492)  0.1181
H (12.03805, 1.19513, 0.19447)  0.0605
H (12.55712, 1.49665, -1.46506)  0.0787
H (12.88916, -0.06861, -0.69697)  0.0834
H (7.04262, -1.30607, 1.55547)  0.0968
H (7.21059, -3.04524, 1.70720)  0.1179
H (7.07944, -1.62386, -0.99307)  0.0776
H (5.69288, -2.39423, -0.19881)  0.0745
H (7.09050, -3.35816, -0.71610)  0.0716
H (12.37682, 0.05192, 2.16688)  0.1030
H (11.84629, -0.87957, 3.55442)  0.1178
H (10.37056, 1.52976, 2.37584)  0.0676
H (11.23952, 1.47122, 3.90931)  0.0813
H (9.75435, 0.52698, 3.68663)  0.0879